No. 1
Entry from the OMol25 dataset: a structure of composition C20H34BeBrCl2CsF2LiN6O7S2 in a non-equilibrium geometry (ωB97M-V with the def2-TZVPD basis set).

Calculated values
**Net charge**: +1
**Strongest force on any atom**: 10.344 eV/Å
**E_LUMO**: -4.72 eV
**Highest occupied orbital energy**: -0.2291 Eh
**Total energy**: -167886.2017 eV
**Kohn-Sham gap**: 1.512 eV

Cartesian coordinates (Å):
N: -4.50092 -2.91874 2.94748
Cs: 5.70467 -1.02785 -5.50904
H: 9.02575 1.53994 -6.30278
H: 7.21188 0.57153 -1.43555
C: 5.09140 -3.64059 1.75081
C: -0.19475 -3.45231 0.83746
C: -6.25433 4.93218 1.15076
H: 9.09054 0.39965 -2.70122
C: 8.13246 1.01343 -5.97574
H: -6.78509 4.01045 0.95458
O: 4.78301 -3.09810 -0.78916
H: 5.66019 0.16238 -0.70761
Li: -2.50467 9.68429 1.08539
H: -5.10460 4.84020 -0.64963
C: -5.30953 5.39891 0.25226
C: -1.72069 -3.53545 0.61583
H: -7.83832 0.78177 0.50085
N: -2.43254 -3.38944 1.84481
N: -5.73365 -2.63519 2.50375
C: -7.03411 -0.09588 0.75570
N: -3.62697 7.05186 -0.40644
H: -1.98048 -2.68526 -0.01278
H: 7.25964 1.48110 -6.44563
H: -7.25685 5.26936 3.01120
H: 7.91453 2.06932 -4.11161
H: 7.03603 0.49848 0.32988
C: 0.37861 -2.13849 0.28040
O: 4.34002 -1.28686 0.87850
H: -0.30272 -1.28292 0.39438
H: -6.87097 -0.09095 1.86252
H: 5.50398 -3.18396 2.64795
C: -6.52158 5.64341 2.31087
H: -4.38742 8.22498 1.90918
C: -5.68717 -2.64858 1.18601
H: 4.05577 -3.93352 1.91978
F: 6.40690 -4.44390 -1.17956
O: -3.42933 6.42420 -1.40142
H: -6.58977 -2.41979 3.01062
O: -7.65249 -1.30911 0.41313
N: -4.44553 -2.91366 0.74279
S: 5.10230 -2.45940 0.46296
Br: -8.59525 2.19515 1.29482
N: -4.08320 -3.02959 4.25423
C: 9.20173 0.38366 -3.78462
H: 1.32366 -1.87891 0.75891
H: -6.04393 0.21071 0.12206
H: 0.59562 -2.23186 -0.78189
H: 5.68582 -4.49295 1.42208
F: -6.17970 -0.60054 3.40338
H: -7.46146 -3.31179 0.30202
H: 8.18043 -0.01616 -6.35025
C: 7.13021 -1.43390 -0.63797
S: -6.25071 -3.36650 5.90875
C: 8.00656 1.03979 -4.45476
O: 6.63478 -2.13420 0.50408
Cl: -4.40254 0.33701 -0.02766
C: -3.73949 -3.07992 1.85463
H: 6.77805 -1.93366 -1.54068
C: -5.85011 6.83110 2.57901
O: 6.80727 0.35648 -4.06872
C: -6.81892 -2.42910 0.20606
Cl: -2.13509 -5.05017 -0.27112
C: 6.73885 0.03700 -0.61284
H: -6.06442 7.38354 3.48363
C: -4.63903 6.57834 0.53382
H: 9.28606 -0.66658 -4.08149
H: 10.12792 0.89341 -4.04716
H: 0.07561 -3.63259 1.88087
C: -4.90525 7.30227 1.69020
H: 6.87669 -0.56399 -4.37269
C: -4.96462 -3.36278 5.06272
H: -6.38968 -2.46249 -0.79843
H: 8.21528 -1.51237 -0.62206
H: -1.98888 -3.51838 2.74014
Be: 3.06598 -2.08909 -0.58762
H: 0.24786 -4.25335 0.24444
O: -2.99931 8.09498 -0.13753

***

No. 2
Entry from the OMol25 dataset: a structure of composition C20H34Cl3F6N5OSiTc in a non-equilibrium geometry (ωB97M-V with the def2-TZVPD basis set).

Calculated values
**Net charge**: +2
**Strongest force on any atom**: 3.268 eV/Å
**Multiplicity**: 4
**E_LUMO (alpha / beta)**: -5.86 / -7.71 eV
**Highest occupied orbital energy (alpha / beta)**: -0.5496 / -0.5504 Eh
**Total energy**: -94725.7576 eV
**Kohn-Sham gap (alpha / beta)**: 9.096 / 7.263 eV

Cartesian coordinates (Å):
H: 0.27194 1.15321 2.46605
C: 0.27512 -3.40708 -0.39786
H: 5.46177 -1.97254 2.70724
H: 0.23503 5.15714 1.41039
C: 0.64558 4.18700 1.10682
H: -3.63511 -2.28990 2.23017
H: 4.34710 -3.14414 3.42077
N: 1.17435 1.29610 -1.56885
N: 1.46402 -0.69318 0.42807
H: -0.91941 3.15425 2.18069
H: -2.95720 -2.71343 -1.64212
Si: -0.47093 -2.65362 -1.95661
N: 0.29120 3.84642 -0.26044
Cl: 2.52035 1.50574 -4.87173
H: 0.56527 3.41162 3.08398
F: -3.72508 -0.49650 -0.64455
H: 4.66379 -1.59218 -0.02371
F: -3.90391 1.27557 0.58071
O: -1.45943 -0.22038 0.75549
H: 1.60083 1.73473 1.73174
H: -0.23079 -3.08816 0.51443
C: -2.22323 -3.29782 -2.19788
C: 2.80340 2.30506 -3.31793
Cl: 2.50455 4.05517 -3.46474
H: 1.00301 4.18965 -0.88276
C: 4.67372 -2.69581 2.48599
H: 5.12324 -3.46705 1.85946
H: -1.87385 -2.45323 2.18455
H: 0.85835 -4.10927 -3.44203
H: -1.71138 -0.58026 -2.20238
H: -2.51155 -3.26601 -3.25041
H: 0.26293 -2.72153 -4.35277
C: -2.54631 0.13019 2.81840
H: 0.30426 -1.12842 2.08427
F: -1.46312 -0.33608 3.49010
Cl: 4.45454 2.00888 -2.73972
H: -1.37765 5.16055 -0.25444
N: 0.58377 1.77452 1.72327
H: 1.73396 4.26129 1.16826
Tc: -0.12234 0.54356 -0.37117
N: -1.70619 1.89379 -1.23246
C: 0.16444 3.14330 2.10361
H: -1.46222 2.11818 -2.19549
F: -4.98066 -0.52545 1.12854
H: -2.55431 1.33315 -1.29527
C: -2.06523 3.15569 -0.52491
C: 1.28942 -1.22755 1.64940
C: 2.67418 -0.85508 -0.14113
H: 2.06769 -2.27540 3.32257
C: 1.89669 1.74946 -2.33457
C: 2.28626 -1.88024 2.33965
F: -2.36807 1.46223 2.69639
C: -1.02175 4.24424 -0.73874
H: -0.94732 4.44635 -1.81159
C: -2.74225 -2.07788 1.64648
C: 3.55280 -2.02244 1.77296
H: -2.81666 -2.57678 0.68164
H: 1.34107 -3.19207 -0.30402
H: -2.30169 -4.33632 -1.87097
C: 3.71488 -1.49539 0.48761
F: -3.62193 -0.08632 3.55412
C: 0.68664 -3.03123 -3.39620
H: -2.18201 2.92498 0.53107
H: -3.02396 3.52593 -0.89273
C: -2.59994 -0.56966 1.43323
H: 1.65666 -2.54387 -3.27708
C: -0.63809 -0.69910 -2.01999
H: 2.80090 -0.47979 -1.14550
H: -0.11794 -0.38208 -2.92737
H: 0.16800 -4.49210 -0.46494
C: -3.84014 -0.07264 0.63696

***

No. 3
Entry from the OMol25 dataset: a structure of composition C20H34F4N5O5OsPTe in a non-equilibrium geometry (ωB97M-V with the def2-TZVPD basis set).

Calculated values
**Net charge**: +2
**Strongest force on any atom**: 1.732 eV/Å
**Multiplicity**: 5
**E_LUMO (alpha / beta)**: -5.11 / -8.29 eV
**Highest occupied orbital energy (alpha / beta)**: -0.4688 / -0.4860 Eh
**Total energy**: -68886.3564 eV
**Kohn-Sham gap (alpha / beta)**: 7.642 / 4.939 eV

Cartesian coordinates (Å):
N: -2.11122 -1.74089 -0.93564
H: 2.44902 0.10890 -2.24711
H: 0.30559 3.07344 5.30031
C: 0.21469 2.78956 3.16200
H: 1.74407 3.50004 -4.65099
H: -3.38183 3.73833 -3.30261
H: 3.83956 -1.66043 3.60293
H: 3.43326 -3.69408 0.93606
P: 2.08702 -1.16897 0.72958
H: 3.01296 -4.36988 -1.42842
H: 3.04098 -3.19001 4.00744
C: 1.78510 0.95381 -2.43882
H: 4.65688 -4.82141 -0.94591
H: -3.66104 -2.53537 -2.12677
C: -3.95687 3.19055 -1.24801
H: -2.64531 4.74370 -2.06488
C: -0.04005 2.46180 4.48401
C: 1.69951 -1.66354 3.32151
Te: 3.06336 0.96012 1.32683
H: 0.81058 -2.11332 3.77045
C: -2.98304 3.72904 -2.28605
H: -4.85701 2.76547 -1.69942
H: 1.86481 1.64267 -1.58830
H: -0.16136 1.18914 -2.99928
H: -2.23140 -1.99866 -3.01348
F: 0.10809 2.36617 0.84771
N: 1.69691 3.07740 -3.71627
O: 3.00949 -2.02484 -0.21844
C: -1.19312 0.48108 3.68067
O: -3.51377 1.44301 0.39782
C: -2.88220 -1.76615 -2.17273
O: -0.82810 2.84759 -2.95629
F: -0.95195 0.88868 5.96438
H: -3.36078 -0.80363 -2.34761
C: -2.25416 -1.05631 1.46962
H: 2.23661 3.66899 -3.07596
H: -0.79721 -2.99037 0.12911
F: -1.80919 -0.65570 4.03865
H: 4.84460 -2.73599 0.40711
F: 0.91594 3.88145 2.86171
Os: -0.68983 0.31396 -0.59779
H: -4.27264 3.92801 -0.51068
H: 1.59002 -0.56889 3.35489
N: -1.42209 0.10604 1.23519
N: 0.40001 0.47057 -2.52139
C: -0.73391 1.28543 4.71724
C: -0.22831 1.99002 2.12649
C: -0.98054 0.79974 2.30636
N: -1.98007 1.86286 -1.23558
C: -3.19032 2.08589 -0.56766
H: 1.83315 1.16094 -4.59345
C: 2.22027 1.68198 -3.71459
O: 0.84251 -0.98974 -0.10782
H: -0.64473 -3.07353 -1.61953
C: 2.95248 -2.10728 4.04926
H: -3.03032 -0.81674 2.20282
H: -2.02371 -3.84834 -0.82103
H: 4.38883 -3.40119 -1.95962
C: -1.35561 -2.97982 -0.80156
H: 3.30833 1.70867 -3.78597
C: -1.81592 2.78640 -2.20207
C: 3.86832 -3.12861 0.11042
O: 1.72139 -2.09971 1.96204
C: 3.98782 -3.98703 -1.13643
H: -3.53301 -2.44835 0.46361
C: -2.99056 -1.52567 0.21532
H: 0.67987 3.09250 -3.39510
H: 0.35824 -0.38529 -3.07197
H: 2.89584 -1.79920 5.08904
H: -3.71473 -0.75561 -0.05021
H: -1.64017 -1.86944 1.88482